# 1
{
  "formula": "CH3BrS",
  "method": "ωB97M-V with the def2-TZVPD basis set",
  "gap_ev": [9.978, 5.842],
  "e_tot_ev": -81959.6082,
  "multiplicity": 1,
  "elements": ["C", "S", "Br", "H", "H", "H"],
  "coordinates": [[1.17, -0.24, 0.71], [-1.86, 0.23, -0.89], [2.23, -0.42, -0.82], [0.08, -0.24, 0.41], [1.65, 0.37, 1.54], [-3.26, 0.31, -0.95]]
}

# 2
{
  "formula": "CH3Cl2NO2S",
  "method": "ωB97M-V with the def2-TZVPD basis set",
  "gap_ev": [7.733, 7.734],
  "e_tot_ev": -42545.3294,
  "multiplicity": 1,
  "elements": ["C", "N", "O", "O", "S", "Cl", "Cl", "H", "H", "H"],
  "coordinates": [[-0.16, -1.37, -0.14], [0.66, 2.22, 1.56], [-1.96, 0.44, -0.60], [-0.17, 0.28, -2.35], [-0.64, 0.19, -0.98], [1.89, 1.42, 2.50], [0.58, 1.75, 0.00], [0.91, -1.66, -0.27], [-0.38, -1.16, 0.87], [-0.73, -2.09, -0.59]]
}

Looking at ΔE to the lowest compared entry with this formula, charge and spin for the records above, in order, we have 3.371, 4.901 eV.